This record from the OMol25 dataset describes a structure of composition C4H8N2O2. The level of theory is ωB97M-V/def2-TZVPD.

Geometry as ORCA input:
```
! wB97M-V def2-TZVPD RIJCOSX def2/J DEFGRID3
* xyz 0 1
O -1.745 0.285 1.144
O 1.972 0.000 -1.312
N 1.788 -1.355 0.502
N -1.112 -1.058 1.225
C 1.546 -0.222 -0.197
C -1.341 0.898 -1.141
C -0.841 0.466 0.199
C 0.598 0.756 0.519
H -0.712 0.462 -1.919
H 0.730 0.691 1.598
H -1.249 1.983 -1.233
H 0.845 1.754 0.148
H -1.543 -1.582 0.455
H -2.380 0.612 -1.287
H 1.178 -1.585 1.273
H 2.267 -2.106 0.028
*
```

The energy comes out at -11349.87180 eV. The calculation puts the HOMO energy at -9.6 eV. As for the energy above the lowest of the compared OMol25 structures with the same formula, charge and spin: 4.2409 eV. The value obtained for the gap between HOMO and LUMO is 10.1394 eV.